[1]
Molecular formula: C42H118N8O13
Method: DFT, wB97M-V/def2-TZVPD

Geometry as ORCA input:
```
! RIJCOSX wB97M-V def2-TZVPD def2/J DEFGRID3
* xyz 0 1
C -2.50 -4.79 1.03
C -1.09 -4.31 1.25
O -1.04 -2.93 0.93
H -3.29 -4.25 1.54
H -2.52 -5.85 1.26
H -2.59 -4.73 -0.06
H -0.42 -4.95 0.68
H -0.80 -4.46 2.29
H -1.64 -2.41 1.47
C -3.47 0.55 3.60
C -2.84 -0.12 2.33
O -2.55 -1.44 2.65
H -4.35 -0.05 3.86
H -3.74 1.57 3.33
H -2.77 0.58 4.43
H -1.92 0.32 1.97
H -3.54 -0.15 1.50
H -3.34 -1.97 2.77
C 4.24 3.68 4.33
C 5.68 3.89 4.78
O 6.03 3.24 6.00
H 4.04 2.67 3.98
H 3.98 4.40 3.55
H 3.53 3.79 5.15
H 5.76 4.97 4.89
H 6.36 3.69 3.95
H 6.58 3.84 6.51
C -2.34 2.49 -4.72
C -3.46 3.50 -4.83
O -3.88 3.66 -6.17
H -1.66 2.68 -5.55
H -2.66 1.45 -4.66
H -1.73 2.62 -3.82
H -3.15 4.45 -4.38
H -4.30 3.13 -4.25
H -4.54 4.34 -6.31
C 4.59 3.21 -0.51
C 3.49 3.36 -1.55
O 2.29 3.76 -0.88
H 4.70 4.05 0.18
H 5.49 2.91 -1.03
H 4.37 2.39 0.17
H 3.42 2.41 -2.09
H 3.76 4.10 -2.30
H 1.97 2.99 -0.40
C -3.19 -0.92 -5.42
C -3.29 -2.40 -5.79
C -3.39 -3.41 -4.61
O -2.18 -3.31 -3.85
C -2.27 -3.56 -2.43
N -4.48 -2.45 -6.70
H -3.23 -0.19 -6.23
H -2.26 -0.75 -4.88
H -3.87 -0.63 -4.61
H -2.43 -2.70 -6.40
H -3.55 -4.42 -4.98
H -4.27 -3.12 -4.04
H -3.09 -3.10 -1.88
H -1.30 -3.31 -1.99
H -2.40 -4.64 -2.38
H -4.54 -3.39 -7.06
H -4.24 -1.88 -7.50
C 1.33 0.88 8.35
C 1.74 0.12 7.09
C 1.98 1.03 5.85
O 0.91 1.99 5.58
C -0.42 1.51 5.36
N 2.95 -0.69 7.39
H 1.15 0.27 9.23
H 0.44 1.47 8.15
H 2.13 1.56 8.67
H 0.90 -0.52 6.82
H 2.18 0.45 4.95
H 2.92 1.57 5.96
H -0.86 1.00 6.22
H -0.42 0.97 4.42
H -1.09 2.37 5.33
H 3.67 -0.07 7.71
H 3.24 -0.99 6.47
C -7.84 0.12 -2.93
C -6.50 -0.45 -3.36
C -5.65 -0.94 -2.18
O -5.37 0.11 -1.22
C -4.28 0.94 -1.56
N -6.77 -1.57 -4.30
H -7.65 0.89 -2.18
H -8.53 -0.66 -2.61
H -8.27 0.81 -3.64
H -5.94 0.39 -3.78
H -4.68 -1.36 -2.47
H -6.10 -1.82 -1.72
H -4.00 1.54 -0.69
H -4.61 1.61 -2.35
H -3.35 0.48 -1.90
H -5.93 -1.91 -4.75
H -7.36 -1.25 -5.05
C -1.51 3.92 0.56
C -1.34 5.45 0.87
C -0.03 5.82 1.62
O -0.18 5.64 3.03
C 1.01 5.90 3.71
N -1.30 6.18 -0.39
H -0.60 3.39 0.28
H -2.20 3.74 -0.26
H -1.98 3.37 1.37
H -2.13 5.79 1.54
H 0.17 6.86 1.37
H 0.79 5.25 1.20
H 0.77 5.57 4.72
H 1.32 6.94 3.70
H 1.86 5.37 3.29
H -0.52 5.80 -0.90
H -1.01 7.15 -0.31
C -0.67 0.26 -1.30
C 0.75 -0.10 -0.85
C 1.14 0.27 0.58
O 1.22 1.71 0.70
C 1.40 2.14 2.08
N 0.71 -1.50 -0.98
H -1.37 -0.40 -0.79
H -0.80 0.33 -2.38
H -0.88 1.30 -1.03
H 1.48 0.14 -1.62
H 2.10 -0.07 0.98
H 0.35 -0.04 1.26
H 0.47 2.11 2.64
H 1.78 3.16 2.09
H 2.19 1.52 2.50
H 0.17 -1.87 -0.22
H 1.60 -1.90 -0.72
C 2.38 -0.94 -4.68
C 0.86 -1.12 -4.87
C 0.40 -0.99 -6.36
O 0.59 0.30 -6.90
C -0.20 0.53 -8.03
N 0.50 -2.35 -4.12
H 2.80 0.02 -4.99
H 3.00 -1.73 -5.11
H 2.53 -0.96 -3.60
H 0.34 -0.34 -4.31
H -0.64 -1.30 -6.29
H 0.87 -1.76 -6.97
H -1.23 0.22 -7.86
H 0.20 0.16 -8.97
H -0.25 1.60 -8.22
H -0.50 -2.52 -4.13
H 0.70 -2.11 -3.16
C 1.36 -2.09 3.33
C 1.97 -3.34 4.05
C 3.50 -3.19 4.27
O 3.88 -2.03 4.85
C 5.16 -1.97 5.34
N 1.36 -3.35 5.36
H 0.31 -2.26 3.11
H 1.85 -1.88 2.38
H 1.63 -1.22 3.93
H 1.79 -4.27 3.50
H 3.98 -3.23 3.29
H 3.81 -4.09 4.80
H 5.94 -2.50 4.79
H 5.10 -2.50 6.29
H 5.50 -0.94 5.46
H 0.44 -2.95 5.33
H 1.84 -2.64 5.90
C 2.98 -4.81 0.12
C 2.92 -4.31 -1.35
C 3.90 -3.20 -1.58
O 3.53 -2.15 -0.60
C 4.27 -0.97 -0.81
N 3.20 -5.47 -2.16
H 2.34 -5.69 0.25
H 2.62 -4.12 0.89
H 4.02 -5.05 0.32
H 1.90 -4.02 -1.58
H 3.78 -2.82 -2.59
H 4.92 -3.55 -1.50
H 4.17 -0.62 -1.84
H 5.34 -1.15 -0.76
H 3.90 -0.12 -0.24
H 2.49 -6.19 -2.14
H 3.11 -5.16 -3.12
*
```

The calculation puts the gap between HOMO and LUMO at 8.935 eV. The calculation puts the HOMO energy at -8.54 eV. The energy relative to the best compared isomer or geometry (same formula, charge and spin) comes out at 67.3 kcal/mol. The lowest unoccupied orbital energy comes out at 0.394 eV.

---

[2]
Molecular formula: C42H118N8O13
Method: DFT, wB97M-V/def2-TZVPD

Geometry as ORCA input:
```
! RIJCOSX wB97M-V def2-TZVPD def2/J DEFGRID3
* xyz 0 1
C 17.40 1.45 11.07
C 16.01 1.15 10.51
O 14.96 1.74 11.29
H 17.67 2.42 11.50
H 18.07 1.18 10.25
H 17.58 0.80 11.93
H 15.91 0.09 10.71
H 15.95 1.54 9.49
H 14.14 1.41 10.93
C 25.08 -5.10 5.01
C 25.15 -5.70 3.60
O 26.15 -6.74 3.65
H 24.16 -4.53 5.16
H 25.87 -4.36 5.10
H 25.13 -5.86 5.79
H 25.49 -5.24 2.67
H 24.18 -6.11 3.30
H 26.78 -6.58 2.95
C 5.12 -0.88 -2.15
C 6.43 -0.19 -2.43
O 7.07 -0.87 -3.54
H 4.75 -0.15 -1.44
H 5.45 -1.85 -1.79
H 4.52 -1.03 -3.05
H 7.15 -0.18 -1.61
H 6.35 0.82 -2.82
H 6.44 -0.78 -4.25
C 14.05 -6.79 -3.04
C 13.25 -6.32 -4.20
O 12.39 -5.34 -3.68
H 13.50 -6.94 -2.10
H 14.76 -6.05 -2.67
H 14.56 -7.70 -3.34
H 12.73 -7.13 -4.70
H 13.88 -5.94 -5.01
H 12.37 -4.70 -4.40
C 13.45 5.30 4.91
C 12.58 4.34 4.11
O 11.74 4.95 3.15
H 14.18 5.76 4.24
H 13.94 4.72 5.69
H 12.89 6.15 5.30
H 11.86 3.69 4.61
H 13.26 3.59 3.69
H 10.91 5.29 3.50
C 14.14 -11.98 5.43
C 15.30 -10.98 5.62
C 16.01 -10.67 4.20
O 17.26 -10.14 4.38
C 18.19 -11.00 4.96
N 14.73 -9.75 6.16
H 14.55 -12.91 5.03
H 13.46 -11.55 4.70
H 13.57 -12.15 6.34
H 15.89 -11.49 6.39
H 15.46 -9.95 3.59
H 16.16 -11.55 3.58
H 18.49 -11.87 4.37
H 17.83 -11.19 5.97
H 19.04 -10.32 5.00
H 14.38 -9.91 7.10
H 13.97 -9.58 5.51
C 16.67 2.45 -5.64
C 15.78 2.01 -4.50
C 15.49 3.17 -3.52
O 16.64 3.73 -2.95
C 16.37 5.02 -2.34
N 14.51 1.41 -5.10
H 16.22 3.11 -6.39
H 17.26 1.69 -6.14
H 17.47 3.05 -5.21
H 16.22 1.24 -3.87
H 14.67 2.87 -2.87
H 14.95 3.90 -4.12
H 15.40 4.88 -1.86
H 16.22 5.86 -3.02
H 17.08 5.25 -1.55
H 14.19 0.66 -4.50
H 14.66 0.99 -6.01
C 25.29 5.34 -1.61
C 24.95 3.88 -1.35
C 23.44 3.76 -0.90
O 23.42 2.67 -0.05
C 22.19 2.31 0.51
N 25.31 2.97 -2.45
H 26.35 5.58 -1.73
H 24.74 6.08 -1.02
H 24.83 5.57 -2.57
H 25.57 3.71 -0.47
H 22.71 3.53 -1.68
H 23.00 4.57 -0.32
H 21.99 2.93 1.38
H 22.26 1.28 0.86
H 21.40 2.34 -0.24
H 25.08 3.42 -3.33
H 24.92 2.05 -2.32
C 24.95 2.61 7.37
C 25.36 3.98 7.81
C 26.76 4.53 7.31
O 27.81 3.88 7.89
C 29.00 3.68 7.10
N 24.42 4.94 7.19
H 24.92 2.60 6.28
H 23.88 2.44 7.51
H 25.66 1.87 7.73
H 25.30 3.85 8.89
H 26.82 5.56 7.65
H 26.79 4.65 6.23
H 29.37 4.52 6.51
H 28.89 3.00 6.26
H 29.79 3.46 7.82
H 24.50 4.90 6.18
H 24.70 5.89 7.42
C 10.42 -2.79 8.93
C 9.98 -1.50 8.34
C 8.93 -1.64 7.21
O 8.42 -0.39 6.63
C 7.92 -0.40 5.28
N 9.67 -0.51 9.33
H 10.96 -2.66 9.88
H 11.01 -3.39 8.25
H 9.54 -3.38 9.18
H 10.77 -1.02 7.76
H 8.08 -2.15 7.67
H 9.29 -2.28 6.42
H 7.12 -1.12 5.12
H 8.81 -0.65 4.71
H 7.47 0.57 5.06
H 9.24 0.35 9.00
H 8.98 -0.96 9.91
C 20.34 -10.19 10.85
C 19.96 -11.38 11.70
C 19.00 -12.44 11.09
O 19.62 -13.22 10.07
C 18.92 -14.48 9.67
N 21.13 -11.83 12.37
H 19.52 -9.67 10.35
H 21.13 -10.43 10.14
H 20.91 -9.47 11.44
H 19.42 -10.91 12.52
H 18.16 -11.96 10.59
H 18.72 -13.13 11.89
H 17.90 -14.18 9.43
H 18.80 -15.08 10.57
H 19.45 -15.15 9.00
H 20.94 -12.81 12.51
H 21.79 -11.99 11.62
C 17.77 -2.73 5.02
C 16.47 -3.57 5.25
C 15.59 -3.58 4.00
O 15.11 -2.25 3.80
C 14.30 -1.97 2.57
N 16.83 -4.88 5.69
H 17.64 -1.85 4.38
H 18.51 -3.31 4.47
H 18.29 -2.53 5.96
H 15.93 -3.20 6.12
H 14.68 -4.15 4.21
H 16.18 -4.00 3.19
H 14.76 -2.49 1.73
H 14.37 -0.91 2.33
H 13.24 -2.11 2.76
H 17.22 -5.38 4.90
H 15.99 -5.42 5.86
C 6.14 -11.19 0.99
C 4.95 -10.19 0.67
C 5.51 -8.84 0.21
O 6.38 -8.37 1.22
C 7.32 -7.41 0.72
N 4.09 -10.80 -0.31
H 6.69 -10.84 1.86
H 6.74 -11.32 0.09
H 5.65 -12.12 1.28
H 4.35 -9.93 1.55
H 4.67 -8.15 0.21
H 5.98 -8.93 -0.77
H 7.76 -6.93 1.60
H 6.85 -6.69 0.05
H 8.19 -7.79 0.19
H 4.66 -11.20 -1.04
H 3.41 -10.16 -0.69
*
```

The calculation puts the gap between HOMO and LUMO at 9.343 eV. The calculation puts the HOMO energy at -9.08 eV. The energy relative to the best compared isomer or geometry (same formula, charge and spin) comes out at 190.7 kcal/mol. The lowest unoccupied orbital energy comes out at 0.261 eV.

---

Question: The lowest gap between HOMO and LUMO belongs to which entry?
Answer: number 1